90
Properties=species:S:1:pos:R:3:forces:R:3 method="wB97M-V/def2-TZVPD" charge=+1 energy_ev=-46366.2434 orbital_gap_ev=2.357 e_lumo_ev=-6.58
Ba -7.028050 15.155530 15.529670 0.5 0.7 0.5
H -8.891150 19.699480 12.314770 0.4 -0.1 0.3
H -5.585180 28.703530 12.036770 -0.4 -0.4 0.1
H -7.170020 30.267250 13.040580 -0.1 0.5 0.4
H -5.645410 26.377490 12.606780 0.3 0.3 -0.2
C -5.482160 26.657580 13.647450 -0.3 -1.1 0.5
H 2.973670 20.272690 17.375350 0.5 0.4 0.3
N -4.626810 28.368580 15.320340 0.5 1.6 -1.2
H -0.052710 16.473250 25.458180 -0.1 0.0 0.2
H -0.261250 12.361740 15.353080 -0.4 -0.5 0.0
H -5.579340 22.309370 26.127080 -0.2 -0.4 0.2
H -6.106070 20.573380 22.969960 0.0 -0.1 -0.1
H -7.440760 28.773750 13.842550 0.0 -0.4 -0.4
C -5.437550 29.073900 13.051240 0.6 -0.2 0.3
H -4.560390 9.634910 20.575720 0.4 -0.2 0.2
C -6.735810 28.128880 16.645020 0.3 -0.5 -0.4
H -3.069530 27.629580 16.013420 0.2 -0.1 0.3
H -6.028040 30.308340 17.779690 -0.1 0.1 -0.1
O -4.614730 18.804450 18.606050 0.4 -0.2 1.5
H -2.080920 17.550750 24.506720 0.0 0.0 0.6
H -5.750440 30.920230 15.001910 0.1 0.2 0.0
C -6.092060 22.191830 24.024500 -1.6 1.4 0.4
H -4.729190 29.878860 12.855380 0.0 0.5 0.5
H -4.603240 30.807240 16.881050 0.0 -0.1 -0.3
C -5.542210 11.504030 20.831730 0.5 0.6 -2.0
C 2.595490 20.762300 19.568880 -1.5 -0.4 -2.0
H -11.676790 19.545440 13.302770 -0.4 0.2 -0.2
H 1.474690 19.727080 17.896010 -0.4 0.2 0.5
C -5.181340 29.940100 17.200390 0.8 0.4 1.0
H -2.476600 12.416690 14.436890 -0.2 -0.1 0.1
C -4.336920 19.759550 17.853560 -0.9 -3.3 0.1
H -7.314600 30.451400 15.572320 -0.1 -0.1 0.1
H -9.457300 20.571160 13.761280 -0.4 -0.4 0.1
H -5.278680 12.554100 20.958220 -0.2 -0.1 0.8
H -7.266710 27.579590 15.867510 -0.2 0.4 -0.2
H -6.686550 23.558640 25.668160 0.2 0.2 -0.4
O -6.310930 11.556280 19.580180 0.4 -0.5 0.4
H -11.399380 19.391350 11.560380 0.4 -0.2 -0.1
H -4.561060 29.405260 17.919620 0.0 -0.3 -0.1
C 2.164270 20.557520 18.047540 0.3 0.5 1.1
H -1.139760 18.846330 23.893350 0.3 0.1 -0.6
H 1.711930 21.488660 17.706250 -0.1 -0.1 -0.3
H -11.202160 17.398850 12.619520 0.0 -0.3 0.0
H 1.002930 17.688960 24.815550 -0.1 0.2 -0.3
H -3.671560 10.852740 21.572290 0.0 -0.5 0.1
H 1.739950 21.075360 20.167330 -0.4 0.1 -0.2
H -7.334820 21.979900 25.808170 0.3 -0.4 -0.1
O -10.473380 17.974710 12.862150 -0.1 -0.2 -0.5
H -0.625720 13.446370 14.021310 0.1 -0.1 -0.2
H -6.468370 26.545970 14.098040 -0.2 0.9 0.1
O -0.943690 16.902900 22.987680 0.6 0.5 0.1
C -0.020070 17.518550 25.150960 0.0 -0.4 0.0
C -6.416960 30.062450 15.091640 1.1 1.1 0.9
O -3.995400 27.403460 16.128490 -0.2 -0.4 -0.3
H -3.581760 10.914880 19.844010 -0.5 0.4 -0.2
H -6.215990 27.329170 17.172610 -0.2 0.3 0.7
H -0.983050 15.278730 15.549170 -0.2 0.2 0.8
H -7.425130 28.744850 17.222530 -0.1 -0.6 0.3
C -0.389480 14.438110 15.908540 -0.2 -0.9 -1.3
C -10.934790 19.301930 12.542350 0.7 1.2 1.8
C -3.331900 27.806320 13.138690 -0.1 -0.1 1.3
O -3.655300 20.824830 18.271800 -0.2 0.5 0.5
H -0.318760 14.255830 16.980860 -0.8 0.2 0.0
H -0.200980 18.170630 26.005460 0.0 -0.1 0.1
C -0.882300 13.205750 15.052990 2.8 1.9 0.6
H 2.288950 19.015880 20.304420 0.0 0.0 0.0
O -4.675020 19.710300 16.665670 -0.4 0.9 -2.1
O 3.060290 19.534680 20.064680 0.9 -0.1 0.5
C -6.439070 22.512410 25.488530 0.5 0.4 -0.2
H -9.717990 21.134850 12.120230 -0.6 0.1 0.1
C -9.723620 20.248590 12.754740 0.2 -0.5 -1.4
H -3.440860 27.446580 12.115560 -0.3 0.1 0.0
H -2.775080 28.743290 13.126950 0.0 0.0 0.0
C -6.698470 29.563450 13.726440 -0.5 -1.0 -0.9
C -4.254350 10.676980 20.668100 -0.7 0.1 0.6
H -1.672800 17.053600 22.381630 0.0 0.1 0.0
H -6.414780 10.617610 19.407810 -0.4 -0.1 -0.6
H -6.224030 11.067870 21.561800 0.4 0.4 0.5
C -5.694870 29.092090 16.084130 -0.9 -0.8 -2.3
O -6.503260 20.871320 23.791600 0.7 -0.9 -0.1
O -2.247350 13.018110 15.149160 -1.5 -0.3 0.3
H -3.943310 21.345750 17.518610 0.8 1.4 -0.3
H -2.741110 27.051550 13.657720 0.2 0.0 0.0
H -6.712140 22.813140 23.378300 -0.2 0.4 -0.1
H 0.632850 14.701470 15.637300 0.1 -0.3 -0.3
C -4.705420 27.977900 13.854920 -1.1 -0.5 -0.2
H -5.079220 22.479990 23.743030 0.4 -0.6 0.3
H -5.012130 25.786420 14.103800 0.7 0.1 0.0
H 3.277720 21.607170 19.662910 0.7 -0.6 0.0
C -1.088470 17.781270 24.119420 -0.7 -0.5 -0.1